1.
Formula: C12H10BrLaN3
Source: OMol25
Level of theory: ωB97M-V/def2-TZVPD

Values from the calculation:
DFT total energy: -87980.7194 eV
net charge: -1
gap between HOMO and LUMO: 7.5789 eV
HOMO level: -5.1782 eV
multiplicity: 1
LUMO level: 2.4 eV

Last column: Löwdin charge in e.
Positions of all 27 atoms, in Å:
C -1.256109 -0.798358 -1.898206  -0.219
C -1.328754 -1.826957 -0.882734  -0.255
C -2.112006 -1.306250 0.236848  -0.306
H -0.765106 -2.777576 -0.886794  0.088
C -2.510888 0.065973 -0.095520  -0.276
C -1.968155 0.377518 -1.412234  -0.234
H -1.991551 1.372177 -1.890263  0.095
H -0.697460 -0.870843 -2.840799  0.096
H -2.145008 -1.747612 1.261451  0.091
H -2.942034 0.801504 0.616066  0.099
La -0.051682 0.058368 0.390612  1.502
Br 0.954004 -2.163530 1.690335  -0.029
C 2.150278 1.252628 0.318840  -0.291
C 1.281383 2.032266 -0.570138  -0.260
C 1.072987 1.251774 -1.779973  -0.234
H 0.698142 2.932471 -0.274011  0.100
C 1.794201 -0.007910 -1.647939  -0.207
C 2.454540 -0.007913 -0.357903  -0.285
H 2.976967 -0.867914 0.090693  0.060
H 2.282877 1.436043 1.415148  0.101
H 0.408607 1.528672 -2.611411  0.092
H 1.767347 -0.856039 -2.348373  0.098
N -0.444802 0.565472 2.512074  -0.131
C -0.252225 0.052029 3.579261  -0.400
N -0.070361 -0.485056 4.739692  0.069
C -0.052732 0.312707 5.790735  -0.431
N -0.027160 0.960755 6.745143  0.068

Forces on atoms 1 to 6 (eV/Å):
-1.2 0.0 1.2
-1.2 0.9 -0.1
-1.2 0.3 -1.3
-0.6 0.7 0.0
-0.4 -1.5 -1.0
-0.3 -1.3 0.5



2.
Formula: C12H10ClCrN7O5S
Source: OMol25
Level of theory: ωB97M-V/def2-TZVPD

Values from the calculation:
DFT total energy: -85046.5079 eV
net charge: -2
expectation value of S²: 2.012
gap between HOMO and LUMO (alpha / beta): 5.9347 / 4.7861 eV
HOMO level (alpha / beta): -1.7714 / -0.6223 eV
multiplicity: 3
LUMO level (alpha / beta): 4.2 / 4.2 eV

Last column: Löwdin charge in e.
Positions of all 37 atoms, in Å:
Cr 1.261986 0.397084 0.501790  0.537
O 5.255277 -0.425890 -1.112134  -0.344
Cl 3.949958 -0.028682 -1.561704  0.676
O 4.054548 0.971565 -2.591085  -0.354
O 3.234094 0.555246 -0.414145  -0.432
O 3.222166 -1.174524 -2.052985  -0.359
O -0.354112 -0.591687 1.178848  -0.276
N -1.584886 -0.590677 1.656873  -0.187
C -2.532007 -0.975105 0.767670  -0.043
C -3.854882 -1.074957 1.081514  -0.106
C -4.231822 -0.745286 2.397078  -0.123
C -3.278850 -0.348645 3.282990  -0.130
C -1.883878 -0.240851 2.963074  -0.760
S -0.729779 0.227188 4.068304  0.592
H -2.127153 -1.186001 -0.211426  0.116
H -4.564015 -1.385550 0.327949  0.083
H -5.269167 -0.806627 2.706110  0.089
H -3.532156 -0.092222 4.301723  0.082
N 2.261705 0.577589 2.226136  0.062
C 2.723983 0.466126 3.287745  -0.349
N 3.317352 0.227238 4.403530  0.047
C 3.445931 1.019566 5.430085  -0.468
N 3.649745 1.633441 6.398218  0.022
N 0.117254 3.244645 -0.248661  -0.078
C 0.565743 2.240747 0.133453  -0.371
C -0.753632 0.596596 -4.659695  -0.029
N -0.289933 0.009152 -3.424147  -0.123
C -0.312807 -1.327129 -3.076412  -0.070
C 0.182140 -1.388086 -1.811769  -0.134
N 0.489626 -0.121816 -1.376264  -0.036
C 0.190868 0.687337 -2.361122  -0.128
H -1.314070 -0.151120 -5.217685  0.080
H 0.083769 0.936600 -5.270105  0.089
H -1.408937 1.441792 -4.453305  0.090
H -0.643041 -2.088038 -3.761593  0.104
H 0.356444 -2.249455 -1.191117  0.117
H 0.302535 1.760435 -2.317736  0.117

Forces on atoms 1 to 6 (eV/Å):
0.0 -0.1 -0.1
-0.1 0.1 -0.1
-0.1 0.0 0.1
0.0 -0.1 0.0
0.0 -0.1 -0.1
0.1 0.1 0.1



3.
Formula: C12H10ClN3O4S3
Source: OMol25
Level of theory: ωB97M-V/def2-TZVPD

Values from the calculation:
DFT total energy: -70292.2318 eV
gap between HOMO and LUMO: 8.5308 eV
HOMO level: -9.1329 eV
multiplicity: 1
LUMO level: -0.6 eV

Last column: Löwdin charge in e.
Positions of all 33 atoms, in Å:
C 3.954192 -0.637879 -3.598833  -0.075
C 3.011880 -0.070708 -2.712347  -0.343
C 3.009171 -0.423306 -1.380508  0.042
C 1.891386 0.023537 -0.563627  -0.196
C 0.914357 0.809661 -1.192258  -0.520
C 1.069451 1.273145 -2.439302  -0.122
C 2.193301 0.898860 -3.182257  -0.566
Cl 2.302670 1.566258 -4.778293  0.747
S -0.386659 1.448008 -0.221614  1.081
C -0.651937 0.073027 0.858352  -0.590
C -2.050954 0.027812 1.411323  -0.113
C -2.691935 1.012639 1.976155  -0.315
O -2.116892 2.208389 2.163788  0.089
N -3.899873 0.838827 2.660620  0.106
C -4.558437 -0.390825 2.701101  -0.739
S -6.017981 -0.535487 3.622850  0.557
N -3.854582 -1.431305 2.057933  0.132
C -2.657192 -1.284822 1.428527  -0.415
O -2.205159 -2.326549 0.957012  0.079
N 0.412084 0.169804 1.826137  -0.152
S 1.908244 -0.361824 1.249233  0.799
O 3.029562 0.229174 2.116886  -0.325
O 1.549907 -1.761031 1.549121  -0.332
H 4.251825 -0.033040 -4.430180  0.055
H 4.788346 -1.023188 -3.056167  0.085
H 3.541599 -1.576088 -4.015151  0.121
H 3.763603 -1.058888 -0.933992  0.134
H 0.256289 1.833364 -2.835259  0.104
H -0.539417 -0.872373 0.220874  0.143
H -1.447239 2.529553 1.470216  0.095
H -4.495563 1.686715 2.608974  0.168
H -4.448126 -2.278706 2.001893  0.168
H 0.174076 -0.562754 2.458794  0.098

Forces on atoms 1 to 6 (eV/Å):
1.5 -2.7 -1.5
0.6 0.7 0.9
-2.9 0.5 2.5
2.5 -0.6 -0.8
0.4 -0.4 3.3
0.7 0.0 -1.6



4.
Formula: C12H10ClNO2S3V
Source: OMol25
Level of theory: ωB97M-V/def2-TZVPD

Values from the calculation:
DFT total energy: -88901.7094 eV
net charge: +1
gap between HOMO and LUMO (alpha / beta): 6.6443 / 6.6500 eV
HOMO level (alpha / beta): -12.3062 / -12.3062 eV
multiplicity: 1
LUMO level (alpha / beta): -5.7 / -5.7 eV

Last column: Löwdin charge in e.
Positions of all 30 atoms, in Å:
V 0.597658 0.417062 -0.426192  0.588
C 0.605134 4.189555 -2.114221  -0.083
C 0.191984 2.779558 -1.806260  -0.698
S -0.277277 2.423864 -0.203028  0.890
C 0.189690 1.796468 -2.794640  -0.700
C 0.615918 2.111812 -4.197512  -0.081
S -0.247375 0.183991 -2.444506  0.891
H 0.728281 4.769494 -1.203682  0.080
H -0.163148 4.670378 -2.724950  0.106
H 1.539602 4.215167 -2.675121  0.096
H 0.261321 3.096220 -4.498612  0.092
H 0.229942 1.370232 -4.894006  0.084
H 1.706354 2.109680 -4.272981  0.104
Cl -2.198496 -5.103699 5.112378  0.740
C -1.713234 -3.942388 3.941586  -0.642
C -0.356106 -3.707936 3.744664  -0.073
C 0.034696 -2.774898 2.807510  0.015
C -0.933745 -2.084832 2.075801  -0.140
C -2.296861 -2.328288 2.282638  0.020
C -2.689777 -3.259663 3.219511  -0.071
C -0.547397 -1.105704 1.087980  -0.490
O -1.298562 -0.428701 0.364786  -0.042
O 0.743178 -0.844505 0.870681  -0.114
H 0.371690 -4.256443 4.324775  0.116
H 1.084281 -2.578287 2.638785  0.129
H -3.031848 -1.783679 1.705720  0.132
H -3.734660 -3.466260 3.399599  0.117
S 4.859220 1.586169 -1.451884  0.872
C 3.427260 1.143537 -1.078347  -0.832
N 2.302278 0.802096 -0.790472  -0.104

Forces on atoms 1 to 6 (eV/Å):
-0.7 0.6 -0.6
0.0 0.0 0.0
-0.1 -0.1 0.0
0.0 -0.1 0.1
0.0 0.0 0.0
0.0 0.0 0.0



5.
Formula: C12H10ClNSe2Te2Ti
Source: OMol25
Level of theory: ωB97M-V/def2-TZVPD

Values from the calculation:
DFT total energy: -195018.9012 eV
net charge: -2
gap between HOMO and LUMO: 5.3641 eV
HOMO level: -0.8650 eV
multiplicity: 1
LUMO level: 4.5 eV

Last column: Löwdin charge in e.
Positions of all 29 atoms, in Å:
Ti 0.587734 -1.446021 -2.009347  -0.317
Se -1.592834 -0.097633 -2.574032  -0.109
Te 1.234457 2.441538 -4.522075  -0.281
Te 0.017632 0.039106 -4.488354  0.038
Se 2.841052 -1.765891 -1.947844  -0.020
N 1.139029 0.611829 -1.179295  -0.100
C 0.272170 1.384088 -0.368967  -0.304
C -0.041162 2.684557 -0.736448  -0.056
C -0.910842 3.443683 0.029728  -0.104
C -1.481224 2.906069 1.172063  -0.118
C -1.181948 1.596914 1.524795  -0.054
C -0.310843 0.814744 0.772834  -0.143
C -0.103813 -0.619663 1.106777  -0.197
C -0.075854 -1.010079 2.454003  -0.071
C 0.086406 -2.337702 2.817645  -0.125
C 0.181700 -3.307254 1.820066  -0.115
C 0.117042 -2.908381 0.495567  -0.160
C 0.048420 -1.568146 0.086885  -0.212
H 1.543357 1.147434 -1.951221  -0.019
H 1.905198 0.178640 -0.667034  0.005
H 0.379708 3.080175 -1.653583  0.031
H -1.155734 4.451328 -0.285554  0.092
H -2.178846 3.485387 1.765835  0.083
H -1.669425 1.144592 2.381005  0.099
H -0.146505 -0.250191 3.225861  0.093
H 0.149663 -2.608261 3.866032  0.080
H 0.316474 -4.353042 2.074135  0.086
H 0.215029 -3.674520 -0.267629  0.039
Cl -0.186043 -3.463300 -2.941846  -0.142

Forces on atoms 1 to 6 (eV/Å):
-0.3 0.4 -0.1
-0.3 0.0 -0.2
0.1 0.1 0.0
0.0 -0.3 0.2
0.3 -0.2 -0.1
0.3 0.1 0.0



6.
Formula: C12H10F14LiP2
Source: OMol25
Level of theory: ωB97M-V/def2-TZVPD

Values from the calculation:
DFT total energy: -69450.9774 eV
net charge: -1
gap between HOMO and LUMO: 9.8369 eV
HOMO level: -7.1731 eV
multiplicity: 1
LUMO level: 2.7 eV

Last column: Löwdin charge in e.
Positions of all 39 atoms, in Å:
Li -1.177890 2.202646 -0.398324  0.703
P -3.176993 1.538245 1.462891  0.141
F -1.539888 1.175388 1.360448  -0.236
F -2.767641 3.091684 1.575220  -0.157
F -3.142276 1.642729 -0.193327  -0.216
F -4.715785 1.939195 1.505247  -0.127
F -3.476626 -0.015917 1.341218  -0.130
F -3.079237 1.453688 3.056497  -0.145
P 0.850707 3.792194 -1.577075  0.243
F 2.273144 4.387581 -1.184311  -0.124
F 0.947010 2.682129 -0.358401  -0.205
F 0.029207 4.864383 -0.657404  -0.156
F -0.738651 3.116643 -1.933610  -0.297
F 0.808413 4.758200 -2.867473  -0.145
F 1.390976 2.597844 -2.502836  -0.150
F -0.767271 0.352825 -1.317515  -0.009
C 0.143149 -0.435483 -2.022717  -0.215
C 1.530466 -0.266109 -1.777836  -0.010
C 2.442028 -1.007028 -2.485096  -0.103
C 2.012917 -1.942481 -3.392989  -0.113
C 0.636846 -2.113137 -3.613144  -0.085
C -0.281532 -1.365543 -2.900124  -0.036
H 1.911806 0.446452 -1.058138  0.110
H 3.535487 -0.857052 -2.394988  0.118
H 2.726557 -2.480137 -4.022588  0.099
H 0.401601 -2.913320 -4.342876  0.109
H -1.365901 -1.376582 -3.086306  0.133
F 1.623029 0.288658 2.973385  0.039
C 1.014047 -0.930429 2.825804  -0.275
C -0.135439 -1.105337 3.579002  -0.027
C -0.798324 -2.303371 3.505194  -0.107
C -0.319154 -3.354922 2.772194  -0.124
C 0.815647 -3.157399 1.992238  -0.083
C 1.566018 -1.958022 2.096548  -0.016
H -0.440538 -0.144569 4.106154  0.150
H -1.711761 -2.456202 4.171689  0.131
H -0.765464 -4.354658 2.720502  0.103
H 1.315539 -4.045149 1.496590  0.117
H 2.425775 -1.747636 1.546254  0.090

Forces on atoms 1 to 6 (eV/Å):
0.0 -0.3 0.2
0.8 0.2 0.5
-0.1 0.3 -0.2
0.2 0.3 -0.6
0.0 0.3 0.2
-0.2 -0.3 -0.2